[1]
{
  "formula": "C21H48Br3Cl6O12P3",
  "method": "the ωB97M-V functional and the def2-TZVPD basis",
  "homo_energy_ev": -10.13,
  "total_charge": 0,
  "orbital_gap_ev": 9.869,
  "species": ["C", "Br", "Br", "Br", "H", "C", "C", "O", "P", "O", "O", "C", "C", "O", "C", "C", "H", "H", "H", "H", "H", "H", "H", "H", "H", "H", "H", "H", "H", "H", "H", "C", "C", "O", "P", "O", "O", "C", "C", "O", "C", "C", "H", "H", "H", "H", "H", "H", "H", "H", "H", "H", "H", "H", "H", "H", "H", "C", "C", "O", "P", "O", "O", "C", "C", "O", "C", "C", "H", "H", "H", "H", "H", "H", "H", "H", "H", "H", "H", "H", "H", "H", "H", "C", "Cl", "Cl", "Cl", "H", "C", "Cl", "Cl", "Cl", "H"],
  "coordinates": [[-18.7511, -24.8969, -1.0777], [-17.0674, -24.0413, -0.5588], [-19.8934, -23.7995, -2.2036], [-19.7391, -25.3963, 0.5904], [-18.5267, -25.8446, -1.5673], [-22.0372, -22.6272, 2.5734], [-23.1628, -23.6533, 2.8643], [-23.4952, -24.3582, 1.7067], [-25.0153, -24.3061, 1.0586], [-25.8435, -23.0813, 1.1171], [-24.7662, -24.8922, -0.4371], [-24.5649, -23.9967, -1.5017], [-23.2410, -23.2935, -1.3220], [-25.6835, -25.5282, 1.8760], [-26.9965, -26.0131, 1.5702], [-27.9704, -25.2612, 2.5523], [-21.7956, -22.0286, 3.4516], [-21.1061, -23.1615, 2.3847], [-22.3287, -21.9797, 1.7464], [-22.7836, -24.3956, 3.5667], [-23.9931, -23.2357, 3.4339], [-24.6145, -24.5358, -2.4477], [-25.3560, -23.2473, -1.5261], [-22.4848, -23.9765, -0.9350], [-22.8740, -22.7893, -2.2160], [-23.3481, -22.5260, -0.5555], [-27.2188, -25.8847, 0.5109], [-27.0854, -27.0433, 1.9150], [-29.0027, -25.6039, 2.4814], [-27.5980, -25.4257, 3.5635], [-27.9374, -24.1848, 2.3836], [-18.9938, -25.2015, -8.8069], [-18.9529, -25.8742, -7.4289], [-17.5657, -25.8376, -7.0199], [-17.1096, -25.8917, -5.4355], [-18.1692, -26.2314, -4.4304], [-16.4555, -24.3779, -5.2137], [-15.6934, -24.1239, -4.0434], [-15.8225, -22.6190, -3.7176], [-15.8670, -26.8805, -5.4826], [-14.7814, -26.6917, -6.3903], [-13.5237, -27.0319, -5.6200], [-18.1695, -25.5176, -9.4460], [-19.9260, -25.5047, -9.2836], [-19.0565, -24.1134, -8.7898], [-19.5240, -25.3229, -6.6820], [-19.4095, -26.8599, -7.5191], [-16.0886, -24.7313, -3.2292], [-14.6370, -24.3922, -4.0513], [-15.3681, -22.4048, -2.7503], [-15.3173, -22.0007, -4.4596], [-16.8594, -22.2885, -3.6568], [-14.8797, -27.3872, -7.2237], [-14.7030, -25.6683, -6.7573], [-13.5791, -28.0851, -5.3449], [-12.6115, -26.9222, -6.2065], [-13.3543, -26.5305, -4.6671], [-16.2904, -27.8982, -2.0482], [-17.5783, -28.7585, -1.9269], [-18.2951, -28.2244, -0.7745], [-17.9751, -28.8761, 0.7005], [-17.5229, -30.2909, 0.7958], [-19.3818, -28.6269, 1.5842], [-20.5443, -29.3849, 1.4740], [-20.4587, -30.6681, 2.2100], [-16.9478, -27.8231, 1.3362], [-17.0512, -27.3509, 2.6818], [-16.5495, -25.9153, 2.8652], [-16.5831, -26.8498, -2.1053], [-15.6312, -27.9231, -1.1805], [-15.6520, -28.1489, -2.8954], [-18.2506, -28.6998, -2.7829], [-17.3031, -29.8126, -1.8907], [-21.2963, -28.7191, 1.8973], [-20.7332, -29.5298, 0.4103], [-19.5845, -31.2380, 1.8954], [-20.3090, -30.5674, 3.2850], [-21.4002, -31.2119, 2.1334], [-18.0671, -27.3020, 3.0739], [-16.5463, -28.0474, 3.3511], [-16.3453, -25.8632, 3.9347], [-15.6024, -25.6104, 2.4200], [-17.2939, -25.1395, 2.6866], [-21.1155, -27.1555, -3.3174], [-20.8674, -28.9331, -3.5757], [-22.2347, -26.8126, -1.9441], [-21.6485, -26.3262, -4.7358], [-20.1504, -26.7675, -2.9916], [-18.2406, -20.7791, 0.9987], [-18.5262, -21.2346, 2.6606], [-17.5938, -19.1612, 0.9912], [-19.7668, -20.8900, 0.0214], [-17.4475, -21.3997, 0.5815]],
  "forces_ev_per_a": [[-0.596, 0.018, 1.041], [-0.580, -0.276, -0.310], [0.792, -0.450, 0.203], [0.493, 0.343, -0.948], [0.056, 0.321, -0.020], [-0.543, -0.658, 0.424], [1.381, 0.660, 1.664], [-2.599, -0.009, -2.041], [0.320, -1.008, 0.484], [1.158, -0.528, -0.114], [-0.548, -0.481, 2.084], [0.286, 1.183, -0.883], [0.324, 0.320, 0.403], [1.176, 0.180, -0.983], [-1.346, 1.109, 1.771], [0.610, 0.057, -0.865], [-0.398, 0.159, 0.088], [-0.102, 0.003, -0.562], [0.222, -0.009, 0.021], [0.268, -0.166, 0.012], [-0.411, 0.361, -0.661], [0.059, -0.385, 0.252], [-0.222, -0.063, 0.073], [-0.011, -0.095, -0.294], [-0.106, -0.167, -0.137], [-0.041, 0.151, 0.064], [-0.103, -0.115, 0.102], [0.599, -0.196, -0.632], [0.062, -0.124, -0.080], [-0.077, -0.155, 0.003], [-0.040, -0.031, -0.156], [-0.804, -0.113, 0.150], [0.026, 1.344, -0.505], [0.560, -0.467, 2.231], [-0.896, 1.244, -0.449], [1.640, 0.231, -1.411], [-0.504, -2.138, -1.286], [-0.507, 1.024, 1.440], [0.105, -0.480, 0.012], [-1.038, 0.363, 0.378], [1.179, 0.238, 0.294], [0.496, -0.965, 0.254], [0.007, -0.042, 0.161], [-0.026, -0.151, -0.178], [0.411, -0.005, 0.308], [-0.166, 0.004, -0.132], [0.708, -0.355, 0.329], [-0.261, 0.141, 0.185], [0.126, -0.134, -0.935], [0.106, -0.093, 0.023], [0.018, -0.128, -0.111], [-0.071, -0.246, -0.068], [-0.237, 0.156, -0.037], [-0.461, 0.050, -0.051], [0.044, -0.168, -0.038], [-0.132, 0.136, -0.226], [-0.409, 0.500, -0.183], [-0.457, 0.097, -0.139], [1.444, 0.669, -0.211], [0.231, -1.676, 1.349], [-1.620, -0.438, 1.169], [-0.391, 1.550, -0.852], [4.032, 1.241, -1.130], [-0.660, 0.261, -0.523], [0.154, -0.954, 0.881], [-1.228, -0.102, -0.443], [0.022, 0.848, 0.742], [0.390, -0.108, 0.733], [-0.018, 0.070, -0.371], [-0.296, -0.529, 0.325], [-0.335, -0.048, -0.246], [0.108, 0.571, 0.090], [-0.231, -0.087, 0.844], [-0.367, -0.192, -0.182], [-0.419, -0.182, -0.064], [-0.319, -0.256, -0.392], [-0.019, 0.569, 0.111], [0.128, -0.261, -0.375], [-0.288, -0.409, -0.604], [0.408, -0.002, -0.239], [-0.038, 0.145, 0.252], [-0.078, -0.427, -0.441], [-0.084, -0.244, -0.409], [0.317, -0.452, 1.244], [-0.407, 0.923, 0.074], [0.282, -0.447, -0.549], [-0.120, 0.021, -0.447], [-0.133, -0.061, -0.397], [-0.331, 0.030, -0.358], [-0.185, -0.474, 0.251], [0.101, 0.724, -0.300], [1.036, -0.038, 0.536], [-0.628, -0.224, -0.080]],
  "mulliken_charge": [0.9458, -0.0710, 0.0362, 0.0116, -0.9493, -0.6299, -0.5153, 0.0850, 0.5408, -0.7788, -0.1468, -0.6741, -0.4785, -0.2828, -0.2518, -1.0617, 0.4035, -0.0019, 0.1897, 0.3226, 0.3918, 0.3489, 0.3578, -0.0163, 0.4586, 0.2104, 0.2846, 0.2660, 0.3853, 0.2708, 0.2917, -1.2708, 0.0327, -0.4377, 0.4092, 0.0448, -0.2967, 1.1168, -1.4863, -0.1817, -0.2188, -1.2663, 0.3011, 0.3905, 0.3055, 0.1746, 0.2882, -0.5839, 0.0764, 0.3902, 0.3930, 0.2711, 0.3288, 0.3673, 0.3132, 0.3739, 0.2724, -0.5724, -0.2569, 0.3200, 0.4201, -0.7840, -0.0970, -0.0180, -1.2508, -0.2289, -0.1348, -1.1023, -0.1900, 0.3584, 0.3479, -0.0535, 0.4319, 0.2366, 0.2080, 0.3034, 0.2828, 0.4074, 0.2492, 0.3985, 0.4187, 0.2695, 0.1536, 1.3459, -0.1662, -0.0419, -0.1308, -1.1227, 0.3696, -0.1230, -0.1382, -0.0963, -0.0645]
}

[2]
{
  "formula": "C4H10N",
  "method": "the ωB97M-V functional and the def2-TZVPD basis",
  "homo_energy_ev": [-12.85, -12.82],
  "relative_energy_ev": 6.766,
  "total_charge": 1,
  "orbital_gap_ev": [7.690, 7.625],
  "species": ["C", "C", "C", "C", "N", "H", "H", "H", "H", "H", "H", "H", "H", "H", "H"],
  "coordinates": [[0.0203, -1.2477, -0.2282], [0.6328, 0.2101, -0.5236], [-0.5183, -0.0836, 0.3622], [1.9267, 0.2859, -0.1243], [-1.9519, 0.3145, -0.3493], [-0.4791, -1.8364, -0.9826], [0.8017, -1.7703, 0.2460], [0.4277, 0.6995, -1.5054], [0.7970, 0.5141, 2.4403], [2.0835, -0.2343, 0.8565], [0.2592, 0.8204, 1.9003], [2.7459, 0.7420, -0.7239], [-1.9480, 0.4794, -1.4240], [-2.0444, 1.2703, 0.1622], [-2.7530, -0.1638, -0.1062]],
  "forces_ev_per_a": [[-0.961, -1.070, 0.280], [0.894, 3.034, -3.175], [-2.659, -1.080, 0.126], [0.686, -0.597, 1.202], [3.519, 4.460, -1.135], [-0.044, 0.101, -0.489], [0.366, -0.678, 0.789], [-0.082, -0.511, 0.733], [-0.955, 1.062, -0.936], [0.711, 0.698, -1.110], [1.435, -0.876, 1.636], [-0.810, -0.464, 0.668], [-0.028, -0.281, 2.118], [-0.137, -1.768, -1.567], [-1.934, -2.029, 0.862]],
  "nbo_charge": [-0.2941, -0.3735, 0.0110, -0.1336, -0.7547, 0.2429, 0.2529, 0.2490, -0.0121, 0.2228, 0.0139, 0.2555, 0.4294, 0.4598, 0.4308]
}

[3]
{
  "formula": "C17H20N4RhS2",
  "method": "the ωB97M-V functional and the def2-TZVPD basis",
  "homo_energy_ev": [-11.21, -11.20],
  "total_charge": 1,
  "orbital_gap_ev": [6.088, 5.974],
  "species": ["Rh", "C", "S", "C", "S", "N", "N", "C", "C", "C", "C", "C", "C", "N", "H", "H", "H", "H", "H", "H", "H", "H", "C", "N", "C", "C", "C", "C", "C", "C", "C", "C", "H", "H", "H", "H", "H", "H", "H", "H", "H", "H", "H", "H"],
  "coordinates": [[-0.0080, 0.0051, 0.6625], [-0.1737, -4.9741, 2.4936], [-1.7330, -4.0481, 2.5584], [-1.2749, -2.5155, 1.8990], [0.3682, -2.1432, 1.3455], [-2.1839, -1.5880, 1.8403], [-1.8422, -0.4079, 1.4375], [-2.6263, 0.6755, 1.6378], [-2.0894, 1.9112, 1.2891], [-2.7504, 3.1506, 1.5012], [-2.1052, 4.3207, 1.2268], [-0.7898, 4.2789, 0.7273], [-0.1991, 3.0544, 0.5054], [-0.8030, 1.8983, 0.7657], [-0.2586, -5.7732, 3.2233], [0.6500, -4.3195, 2.7572], [-0.0377, -5.3923, 1.5016], [-3.5828, 0.5528, 2.1259], [-3.7510, 3.1401, 1.8977], [-2.5941, 5.2655, 1.4049], [-0.2451, 5.1816, 0.5092], [0.7975, 2.9947, 0.0826], [-1.4526, -1.6240, -1.8510], [-0.4193, -0.6136, -1.6671], [-0.8044, 0.6380, -2.3137], [0.8923, -1.0666, -2.1507], [2.0184, -0.3531, -1.4473], [3.2590, -0.1858, -2.0495], [4.3184, 0.3489, -1.3370], [4.1475, 0.7515, -0.0233], [2.9087, 0.6111, 0.5856], [1.8453, 0.0856, -0.1340], [-1.6383, -1.8192, -2.9126], [-2.3810, -1.2775, -1.3992], [-1.1590, -2.5575, -1.3740], [-0.9592, 0.4894, -3.3876], [-0.0158, 1.3759, -2.1758], [-1.7311, 1.0159, -1.8830], [0.9685, -0.9286, -3.2376], [0.9864, -2.1365, -1.9360], [3.3946, -0.5085, -3.0699], [5.2893, 0.4343, -1.8008], [4.9733, 1.1470, 0.5478], [2.7926, 0.9070, 1.6242]],
  "forces_ev_per_a": [[0.484, -2.482, -2.014], [-0.241, 0.174, -0.131], [0.191, 0.330, -0.093], [0.976, 0.838, -0.655], [0.321, -0.447, -0.092], [-2.415, -1.799, 1.250], [-0.951, 4.038, 0.280], [0.517, -4.587, 0.280], [1.651, 2.933, -0.917], [0.224, -1.832, -0.006], [1.249, 0.482, -0.442], [-0.953, 0.200, 0.348], [0.190, 0.015, -0.163], [-1.291, 0.728, 0.067], [-0.069, -0.022, 0.053], [0.073, -0.081, 0.067], [0.101, -0.014, -0.029], [-0.137, 0.012, -0.048], [-0.172, -0.014, 0.078], [-0.022, 0.104, -0.020], [0.041, 0.106, -0.040], [0.000, -0.110, 0.070], [-0.407, -0.338, 0.213], [0.233, 0.812, 1.826], [-0.080, 0.422, -0.146], [0.739, -0.090, 0.153], [0.006, 0.161, -0.032], [-0.128, -0.169, 0.071], [0.168, 0.069, -0.055], [0.016, -0.129, 0.152], [-0.005, 0.031, -0.211], [-0.441, 0.477, 0.408], [0.118, 0.112, -0.027], [-0.010, -0.003, -0.012], [0.048, 0.075, 0.043], [0.025, -0.088, 0.006], [0.006, -0.006, 0.005], [0.030, -0.039, 0.032], [-0.157, -0.078, 0.073], [-0.153, 0.095, -0.039], [0.109, -0.035, -0.182], [0.054, 0.063, -0.079], [0.136, 0.059, -0.026], [-0.073, 0.025, -0.017]],
  "nbo_charge": [0.8752, -0.7448, 0.4129, -0.0623, -0.0983, -0.3727, -0.2439, 0.0286, 0.1313, -0.1963, -0.1289, -0.2288, 0.0750, -0.4697, 0.2509, 0.2459, 0.2356, 0.2321, 0.2417, 0.2438, 0.2462, 0.2301, -0.4249, -0.3361, -0.4278, -0.2428, -0.1328, -0.1869, -0.2082, -0.1913, -0.2923, -0.0823, 0.2085, 0.2178, 0.2266, 0.2058, 0.2231, 0.2132, 0.2113, 0.2298, 0.2171, 0.2266, 0.2245, 0.2174]
}

Calculated max |F| (eV/A), listed in the same order as above: 4.4, 5.8, 4.6